{"formula": "C33H25BBrF4N2O3PTc", "method": "ωB97M-V/def2-TZVPD", "elements": ["Tc", "C", "C", "C", "C", "C", "C", "P", "C", "C", "C", "C", "C", "C", "C", "C", "C", "C", "C", "C", "C", "C", "C", "C", "H", "H", "H", "H", "H", "H", "H", "H", "H", "H", "H", "H", "H", "H", "H", "H", "F", "C", "F", "H", "Br", "C", "C", "C", "N", "C", "C", "H", "H", "H", "H", "O", "C", "C", "C", "C", "O", "N", "H", "H", "H", "H", "F", "B", "F", "O", "C"], "xyz": [[-0.72731, 0.75278, -1.04401], [4.99021, -0.34952, 1.24507], [4.34998, 0.78717, 0.76830], [2.96775, 0.81828, 0.68737], [2.20492, -0.27703, 1.09450], [2.85476, -1.40572, 1.58678], [4.24181, -1.44331, 1.65419], [0.39227, -0.12971, 0.93598], [-0.25983, -1.79653, 1.24830], [0.15857, -2.86066, 0.44925], [-0.44587, -4.10154, 0.56428], [-1.49033, -4.28635, 1.46103], [-1.91275, -3.23196, 2.25437], [-1.29447, -1.99316, 2.15647], [-0.04928, 0.90877, 2.36479], [0.76423, 0.92178, 3.46690], [0.56716, 1.84008, 4.51741], [-0.42337, 2.76961, 4.41706], [-1.29467, 2.79409, 3.29959], [-2.31432, 3.77038, 3.21451], [-3.19017, 3.77485, 2.16849], [-3.10806, 2.77074, 1.18936], [-2.12759, 1.81166, 1.22768], [-1.14709, 1.82875, 2.26781], [6.07083, -0.38103, 1.29745], [4.92805, 1.64462, 0.44806], [2.47518, 1.70283, 0.29721], [2.27935, -2.26102, 1.91764], [4.73670, -2.32848, 2.03264], [0.96285, -2.72129, -0.26655], [-0.10589, -4.92511, -0.05194], [-1.97555, -5.25060, 1.53646], [-2.73200, -3.36647, 2.94798], [-1.63931, -1.17369, 2.77440], [1.60320, 0.23779, 3.52179], [1.22440, 1.82124, 5.37648], [-0.56585, 3.51011, 5.19515], [-2.38698, 4.51228, 4.00059], [-3.96815, 4.52402, 2.10554], [-3.84769, 2.72635, 0.39985], [-1.06835, 2.37052, -3.59233], [-1.64123, 2.11022, -2.36180], [-1.44444, 3.30309, -1.62279], [-2.71620, 2.03323, -2.54207], [5.48088, 1.87140, -3.94992], [3.77497, 1.56232, -3.21039], [3.44634, 0.30770, -2.72979], [2.19222, 0.14238, -2.17879], [1.28492, 1.11755, -2.09314], [1.61892, 2.31843, -2.57152], [2.85333, 2.58918, -3.13808], [4.14509, -0.51490, -2.76575], [1.89566, -0.82113, -1.78127], [0.86777, 3.09185, -2.49852], [3.07652, 3.57750, -3.51156], [0.10497, -0.47023, -4.14979], [-0.64269, -1.18737, -3.55268], [-1.19070, -2.50931, -4.06213], [-2.04263, -3.02259, -2.91463], [-1.94971, -1.92091, -1.90524], [-2.62193, -1.99613, -0.82552], [-1.15058, -0.92503, -2.23642], [-0.35386, -3.15183, -4.33132], [-1.76012, -2.31331, -4.96975], [-1.68631, -3.94649, -2.45659], [-3.09652, -3.16531, -3.15480], [-4.76887, -1.71155, 0.03997], [-3.75895, -0.99929, -0.53655], [-4.10578, -0.41745, -1.74903], [-3.29538, 0.02079, 0.42500], [-2.21299, 0.71173, 0.19896]], "forces_ev_per_a": [[0.001, 0.333, -0.058], [0.005, -0.004, -0.003], [-0.010, 0.004, 0.024], [0.020, 0.022, 0.063], [0.022, -0.016, 0.057], [-0.001, -0.010, -0.023], [0.008, 0.012, -0.002], [-0.176, -0.365, -0.189], [0.044, 0.021, 0.214], [0.017, -0.012, -0.014], [0.023, 0.008, -0.018], [-0.010, -0.004, 0.021], [0.015, -0.013, -0.008], [0.016, -0.029, -0.023], [-0.028, 0.054, -0.064], [0.034, 0.010, 0.028], [-0.022, 0.017, -0.011], [0.026, -0.013, 0.003], [-0.003, 0.007, 0.003], [-0.004, -0.002, -0.019], [0.012, -0.004, 0.000], [-0.020, 0.006, 0.032], [0.090, -0.001, -0.022], [0.019, -0.039, 0.025], [0.000, 0.000, 0.003], [0.002, 0.001, -0.002], [-0.004, -0.002, 0.032], [0.004, 0.010, 0.007], [-0.002, 0.000, 0.005], [-0.008, 0.014, -0.002], [-0.001, -0.001, 0.003], [-0.002, 0.000, 0.002], [-0.006, -0.005, -0.005], [0.002, 0.017, 0.003], [-0.035, 0.013, 0.004], [-0.003, 0.003, 0.003], [0.002, 0.000, -0.001], [-0.004, -0.008, 0.006], [0.005, 0.003, -0.003], [0.008, 0.006, -0.005], [0.009, -0.002, -0.070], [-0.135, -0.341, -0.092], [0.031, 0.085, 0.092], [-0.022, 0.097, -0.029], [0.008, -0.003, -0.001], [0.011, -0.020, -0.005], [0.003, 0.002, -0.032], [-0.107, -0.056, -0.075], [-0.031, 0.122, -0.015], [0.035, 0.032, 0.022], [-0.022, 0.015, 0.022], [-0.005, -0.003, -0.006], [0.009, 0.008, -0.004], [0.013, 0.000, -0.004], [0.005, 0.000, 0.004], [0.062, 0.050, 0.016], [-0.091, 0.061, 0.145], [0.007, 0.000, 0.036], [0.013, 0.007, -0.005], [0.066, 0.085, 0.160], [-0.133, 0.030, -0.168], [-0.002, -0.161, 0.005], [-0.008, -0.021, 0.002], [-0.001, -0.002, 0.003], [0.012, -0.001, -0.009], [0.013, -0.013, -0.028], [-0.009, -0.011, 0.029], [0.058, -0.014, 0.044], [0.003, 0.025, 0.020], [0.064, 0.017, -0.165], [0.111, -0.023, 0.044]], "spin_multiplicity": 2, "homo_energy_ev": [-7.645, -7.395], "lumo_ev": [0.014, -0.399], "gap_ev": [7.7, 7.0], "energy_ha": -5028.46362, "total_charge": 0}

---

{"formula": "C23H23N2O5", "method": "ωB97M-V/def2-TZVPD", "elements": ["C", "O", "C", "C", "C", "C", "C", "C", "C", "O", "N", "C", "C", "O", "N", "C", "C", "O", "C", "C", "H", "H", "H", "H", "H", "H", "H", "H", "H", "H", "H", "H", "H", "H", "C", "C", "C", "C", "C", "C", "C", "C", "C", "O", "H", "H", "H", "H", "H", "H", "H", "H", "H"], "xyz": [[5.70993, -0.22343, -1.16332], [5.27770, 0.15817, 0.16525], [3.93862, 0.25031, 0.38235], [3.51072, 0.46762, 1.71634], [2.16791, 0.44535, 2.01466], [1.20218, 0.14129, 1.02285], [-0.21327, 0.05030, 1.34913], [-0.97135, -1.07884, 1.30134], [-2.23945, -1.08832, 2.05399], [-2.50320, -0.32047, 2.97440], [-3.18796, -2.03918, 1.63321], [-4.51258, -1.96373, 2.20702], [-2.88335, -3.16260, 0.84918], [-3.71541, -4.00775, 0.53253], [-1.54227, -3.29097, 0.45249], [-1.23562, -4.50998, -0.26271], [-0.54815, -2.31554, 0.61863], [0.58606, -2.53455, 0.18941], [1.65090, -0.06299, -0.29107], [2.97655, 0.07033, -0.63985], [6.79613, -0.25194, -1.08891], [5.31794, -1.21412, -1.43943], [5.39839, 0.52054, -1.91156], [4.27088, 0.62479, 2.48025], [1.81390, 0.60871, 3.03627], [-0.63468, 0.88092, 1.91379], [-5.09053, -2.77714, 1.77771], [-4.45016, -2.06057, 3.29368], [-4.94984, -0.99428, 1.95779], [-0.19374, -4.46271, -0.56029], [-1.41027, -5.36408, 0.39482], [-1.89432, -4.59856, -1.12841], [0.92217, -0.29784, -1.06308], [3.26851, -0.02980, -1.68735], [-3.25566, 0.02474, -1.28964], [-2.29700, 1.00294, -0.63426], [-1.03707, 1.17693, -1.30384], [-0.24402, 2.36595, -1.28070], [-0.31985, 3.29990, -0.21109], [0.52015, 4.40706, -0.17151], [1.44038, 4.64114, -1.20288], [1.49605, 3.76391, -2.29777], [0.66515, 2.65290, -2.34729], [-2.59875, 1.55132, 0.44349], [-2.73991, -0.87651, -1.65099], [-4.03237, -0.26424, -0.57577], [-3.73075, 0.52220, -2.14752], [-0.85269, 0.49914, -2.14429], [-1.06479, 3.11451, 0.56100], [0.44919, 5.09703, 0.66968], [2.10188, 5.50689, -1.16268], [2.19035, 3.95838, -3.11891], [0.67735, 1.98686, -3.21613]], "forces_ev_per_a": [[-0.330, 0.316, 0.794], [0.454, -0.011, -0.795], [-1.168, -0.183, 0.049], [0.833, -0.198, -0.962], [-1.350, -0.072, -0.327], [1.366, 0.217, -0.889], [-0.157, -0.935, 1.056], [0.314, 0.055, 0.168], [-0.471, 0.902, 0.387], [0.173, -1.041, -0.997], [0.567, -0.718, -0.308], [-0.205, 0.117, 0.115], [0.019, 0.297, -0.049], [0.792, 0.795, 0.414], [-0.793, 0.369, 0.358], [-0.010, -0.254, -0.099], [1.053, -0.080, -0.438], [-1.347, 0.060, 0.509], [-0.415, 0.319, 0.284], [0.973, -0.182, 0.613], [-0.086, -0.025, -0.132], [0.059, 0.268, 0.118], [0.112, -0.188, 0.207], [-0.200, -0.024, -0.138], [0.237, 0.019, -0.259], [-0.147, -0.100, -0.200], [-0.079, 0.106, 0.088], [-0.093, 0.042, -0.102], [-0.011, -0.110, 0.101], [-0.032, -0.019, -0.021], [0.045, -0.018, -0.138], [0.132, -0.059, 0.039], [0.185, 0.194, 0.277], [-0.091, -0.043, 0.425], [-0.299, -0.133, 0.053], [1.908, 0.157, -0.237], [-1.370, -0.265, -0.359], [0.329, 0.226, 0.084], [0.190, 0.073, -0.181], [-0.014, -0.219, -0.436], [0.076, 0.047, -0.046], [-0.164, 0.065, 0.321], [-0.194, -0.021, 0.508], [-0.765, 0.055, -0.121], [-0.064, 0.218, 0.007], [0.037, 0.010, -0.074], [0.069, -0.214, 0.147], [-0.173, 0.253, -0.005], [0.281, 0.065, -0.127], [0.062, -0.093, -0.173], [-0.132, -0.180, -0.013], [-0.166, -0.022, 0.211], [0.059, 0.160, 0.291]], "homo_energy_ev": -2.935, "lumo_ev": 2.470, "gap_ev": 5.4, "energy_ha": -1376.02305, "total_charge": -1}

---

{"formula": "C6H12O2", "method": "ωB97M-V/def2-TZVPD", "elements": ["C", "C", "C", "C", "O", "C", "C", "H", "H", "H", "H", "H", "H", "H", "H", "H", "H", "H", "H", "O"], "xyz": [[-2.76483, -0.23146, 0.25371], [-1.66967, -1.27307, 0.41835], [3.20989, -0.71886, 0.07407], [1.95984, 0.03713, -0.14242], [1.81165, 1.36000, -0.80977], [0.80177, -0.81007, 0.04729], [-0.49358, -0.66336, -0.27676], [-2.50364, 0.81863, 0.44499], [-3.11329, -0.18485, -0.80171], [-3.67102, -0.37476, 0.91663], [-1.98599, -2.15802, -0.18335], [-1.50744, -1.58263, 1.46816], [4.19137, -0.32078, -0.12320], [3.17824, -1.27652, 1.03420], [2.72362, 1.14673, -0.18695], [0.96415, -1.62143, 0.71313], [-0.81539, -0.09271, -1.13107], [0.54860, 2.06029, -0.54957], [-0.50772, 3.32618, -0.88175], [-0.35654, 2.55957, -0.28399]], "forces_ev_per_a": [[-2.192, 0.900, 0.323], [-0.188, -0.682, -0.783], [-2.819, 3.247, 1.076], [0.695, -4.137, -2.167], [4.560, -4.500, 2.796], [-1.595, 1.075, 0.977], [0.815, -0.008, -0.208], [0.659, -0.393, 0.206], [0.094, -0.340, 0.608], [0.930, -0.316, -0.792], [0.102, 0.262, 0.654], [0.158, 0.236, -0.611], [0.194, 0.338, -0.373], [-0.219, -0.252, -1.174], [-0.997, 3.618, -1.702], [0.481, -0.470, 0.863], [0.257, 0.789, -0.001], [-2.806, 1.980, 0.739], [0.462, -0.996, 0.581], [1.411, -0.349, -1.012]], "homo_energy_ev": -8.632, "lumo_ev": -0.072, "gap_ev": 8.6, "energy_ha": -386.10602, "total_charge": 0}

---

- Number 3 is which compound?
  C6H12O2